Record 1
C5H10BrF3PS | ωB97M-V/def2-TZVPD

```
21
Properties=species:S:1:pos:R:3:mulliken_charge:R:1
C 1.54107 -0.74220 -0.49270 -1.04
P -0.19830 -1.08686 -0.59399 0.64
Br -0.78623 -1.30622 -2.63327 -0.09
C -1.31809 0.06692 0.21676 -0.82
C -1.02145 1.55304 -0.06050 -0.81
C 0.19716 2.12852 0.70020 -0.59
S 1.32931 2.88316 -0.50755 -0.26
C -0.44118 -2.76459 0.22911 0.79
F 0.50543 -3.61275 -0.15433 -0.20
F -0.35368 -2.57629 1.54856 -0.20
F -1.63255 -3.26616 -0.06931 -0.20
H 1.76941 0.21784 -0.96984 0.30
H 2.08241 -1.56228 -0.98263 0.41
H 1.83375 -0.70782 0.56623 0.43
H -1.33210 -0.15927 1.29339 0.49
H -2.30995 -0.20109 -0.17850 0.42
H -1.91688 2.10479 0.25105 0.35
H -0.92460 1.72467 -1.13949 0.44
H 0.71841 1.36502 1.28824 0.37
H -0.14066 2.89391 1.40561 0.41
H 2.39873 3.04764 0.28296 0.17
```

Calculated values
- M (Da) = 270.07
- net charge = +1
- maximum force (hartree/bohr) = 0.0075
- HOMO level (Eh) = -0.4685


Record 2
C5H8OS | ωB97M-V/def2-TZVPD

```
15
Properties=species:S:1:pos:R:3:mulliken_charge:R:1
O 1.64575 -1.64619 1.58087 -0.61
C 1.15801 -0.41148 1.15266 0.21
C -0.10594 -0.03184 0.54895 -0.07
C -1.41969 -0.06886 -0.26601 -0.64
C -0.90089 0.92889 -1.48067 -0.53
S 0.90681 1.22945 -1.51734 -0.15
C 1.09547 -0.16740 -0.31514 -0.25
H 1.77583 -1.78318 2.75416 0.38
H 1.20000 0.43292 1.97888 0.20
H -0.15797 0.99186 1.13699 0.11
H -2.38932 0.32962 0.25435 0.25
H -1.63699 -0.95417 -0.91151 0.29
H -1.25201 2.00233 -1.55894 0.32
H -0.91183 0.34446 -2.49017 0.29
H 0.99278 -1.19641 -0.86708 0.21
```

Calculated values
- M (Da) = 116.18
- maximum force (hartree/bohr) = 0.1137
- HOMO level (Eh) = -0.3074


Record 3
C4H13NO2 | ωB97M-V/def2-TZVPD

```
20
Properties=species:S:1:pos:R:3:mulliken_charge:R:1
C -0.05791 -1.41128 1.84142 -1.37
C 0.10185 -0.32130 0.77704 0.37
N -1.20586 -0.07164 0.23453 -0.54
C 1.12677 -0.84447 -0.29734 -0.79
C 1.53093 0.15884 -1.50039 -0.32
O 2.88184 0.72305 -1.52431 -0.50
H 0.71348 -1.24038 2.62232 0.34
H -0.02556 -2.38219 1.39570 0.35
H -1.06267 -1.35708 2.48236 0.36
H 0.35437 0.65054 1.12879 0.26
H -2.05401 -0.46152 0.51500 0.26
H -1.31796 -0.22270 -0.81349 0.22
H 2.24972 -0.93943 0.12025 0.27
H 1.21435 -1.94572 -0.64818 0.31
H 1.33224 -0.23130 -2.56385 0.26
H 0.78356 1.12059 -1.50377 0.21
H 3.51362 0.03111 -1.26249 0.31
O -3.72620 1.72115 0.46555 -0.66
H -3.85955 0.74933 0.42946 0.30
H -2.85555 1.68583 0.00191 0.35
```

Calculated values
- M (Da) = 107.15
- maximum force (hartree/bohr) = 0.1041
- HOMO level (Eh) = -0.3490


> Which formula does entry 3 have?

C4H13NO2


> The lowest HOMO level belongs to which entry?

C5H10BrF3PS